Arrangement w

Below is a cluster of 17 separate species, H35O17 in total, with properties calculated with ωB97M-V/def2-TZVPD.

Last column: natural (NBO) charge in e.
Element x y z (Å)
H: 3.396 0.264 3.446  0.4814
O: 1.268 1.990 -4.795  -0.9643
H: 1.582 -0.940 -1.922  0.4708
H: 3.479 3.461 -1.806  0.4612
H: -2.247 1.411 1.836  0.5714
O: -4.223 -1.351 0.959  -0.9477
H: -1.115 1.131 4.492  0.4680
O: 3.160 -0.346 2.651  -0.9687
O: -2.760 1.434 0.898  -0.7790
H: -3.047 0.952 -1.632  0.4826
H: 3.759 -2.935 -0.374  0.4785
H: 1.576 -0.738 -5.021  0.4819
H: 3.919 -4.236 -1.161  0.4748
H: 0.849 -2.318 2.792  0.4646
H: 1.575 -3.737 2.471  0.4971
O: 1.828 4.294 0.996  -0.9169
H: -1.208 -5.204 2.138  0.4880
H: 0.222 0.577 0.419  0.5226
H: -1.536 4.564 0.652  0.4686
H: -1.995 1.640 0.513  0.5348
H: -3.293 -1.233 0.696  0.4650
H: 0.506 0.112 -2.345  0.4863
O: -0.556 -4.820 1.547  -0.9739
H: 2.263 -0.984 -3.815  0.4799
O: -2.856 0.070 -1.254  -0.9300
H: -0.547 1.617 3.312  0.4679
O: -1.614 3.800 0.057  -0.9337
O: 3.385 -3.495 -1.059  -0.9529
H: -2.957 -0.475 -1.949  0.4920
H: -1.880 -2.097 -2.583  0.4822
H: 3.129 -1.260 2.979  0.4862
H: -4.280 -2.245 0.502  0.4774
H: 1.125 4.860 1.047  0.4550
O: -1.276 1.747 3.895  -0.9202
H: 0.576 1.937 -0.346  0.4971
H: -0.378 -5.442 0.817  0.4872
H: -1.242 -2.737 -1.250  0.4865
H: 1.100 1.106 -4.281  0.4758
H: 0.348 2.189 -5.173  0.4631
O: 0.853 -0.437 -1.582  -0.9577
H: -0.754 3.555 0.348  0.4671
O: -1.761 -2.106 -1.620  -0.9656
O: -1.546 -1.503 1.261  -0.9864
H: -2.872 0.483 0.433  0.5840
H: -0.739 -2.069 1.264  0.4964
O: 0.073 1.541 0.245  -1.0067
O: 2.842 3.080 -1.038  -0.9203
O: 1.387 -3.029 3.143  -0.9595
H: 2.553 4.911 0.861  0.4684
H: 2.781 3.960 -0.737  0.4537
O: 1.468 -0.633 -4.143  -0.9353
H: -2.040 -1.975 2.079  0.5012

LUMO level (eV): -2.697
HOMO-LUMO gap (eV): 10.43
Multiplicity: 1
M (g/mol): 307.26
Total charge: +1

***

Arrangement x

Below is a cluster of 17 separate species, H35O17 in total, with properties calculated with ωB97M-V/def2-TZVPD.

Last column: natural (NBO) charge in e.
Element x y z (Å)
H: -1.985 -4.990 -1.248  0.4874
H: -1.424 2.330 1.731  0.5352
H: 1.670 0.792 -1.887  0.4704
H: 3.791 -1.602 -3.376  0.4849
O: -0.388 -0.584 0.517  -0.9896
H: -3.025 0.698 3.961  0.5005
O: 0.162 -2.724 -2.952  -0.9370
H: 1.585 2.953 1.013  0.4543
O: 1.526 1.044 3.013  -0.9527
H: 3.872 1.898 -2.155  0.4914
H: -0.470 1.585 3.083  0.5389
O: -2.089 -1.512 4.457  -0.9418
H: 3.295 -0.210 -0.252  0.5031
H: -1.895 -1.182 3.570  0.4620
O: 1.763 -2.544 -0.531  -0.9713
O: -2.376 2.654 -2.224  -0.9471
H: -0.553 -0.962 -0.361  0.5013
O: 0.080 0.974 -3.941  -1.0019
H: 0.953 -3.107 -0.716  0.4834
O: 3.685 1.686 -1.223  -0.9274
O: -4.390 -1.287 -0.856  -0.9601
H: 1.420 -0.720 -2.272  0.4698
H: -2.627 1.249 1.358  0.5590
H: 0.333 1.345 -4.781  0.4976
H: 2.824 0.881 0.506  0.4438
H: 2.112 0.880 3.797  0.4867
H: 2.412 -3.188 -0.175  0.5032
H: -2.906 2.486 -1.441  0.4703
O: -2.382 -4.709 -0.423  -0.9703
H: 2.797 2.072 -1.257  0.4430
H: 3.241 -1.804 -1.856  0.4867
H: 0.884 -2.641 -2.295  0.4583
H: 2.259 1.504 2.589  0.4685
H: -0.805 1.079 -3.599  0.5051
O: 2.083 -0.062 -2.058  -0.9494
O: 3.664 -2.170 -2.622  -0.9742
H: -0.089 3.249 3.051  0.5522
O: 2.749 -0.072 0.555  -0.9503
H: 0.406 -1.927 -3.481  0.4739
O: 1.679 3.833 1.383  -0.9323
H: -1.530 -2.309 4.489  0.4811
H: 2.631 3.903 1.516  0.4816
H: -4.067 -2.192 -0.698  0.4841
H: -4.216 1.372 3.357  0.4980
O: -1.840 1.670 0.923  -0.8818
O: -0.640 2.488 2.821  -0.9399
H: -5.232 -1.402 -1.302  0.4763
H: -2.802 3.478 -2.525  0.4778
H: -1.118 0.979 0.652  0.5582
O: -3.400 0.908 3.089  -0.9819
H: -2.162 -5.278 0.330  0.4838
H: 0.538 -0.813 0.745  0.5375

LUMO level (eV): -2.933
HOMO-LUMO gap (eV): 10.24
Multiplicity: 1
M (g/mol): 307.26
Total charge: +1

***

Of the structures shown above, arrangement x is the most stable.